A structure of composition C32H70BGeN9OP3SeTi in a non-equilibrium geometry, computed with ωB97M-V with the def2-TZVPD basis set.

Cartesian coordinates (Å):
Se1 2.1558 -2.4082 -1.4965
Ge1 2.4526 -5.6525 -1.3126
Ti1 -0.3169 0.5684 0.5680
P1 -2.1092 2.8598 -1.6105
P2 -1.9960 -1.6948 -0.7071
P3 -2.2326 -0.6469 2.2835
O1 -1.4284 1.6807 -0.8721
N1 1.4279 0.9800 -0.4161
N2 1.3729 2.2574 2.3964
N3 -1.7072 2.8790 -3.1961
N4 0.0241 2.0361 1.9802
N5 2.5479 1.4600 0.3417
N6 -3.7494 2.6478 -1.5550
N7 2.2160 -0.0401 2.2853
N8 1.1094 -0.6959 1.6677
N9 -1.6569 4.2852 -0.9394
C1 -2.2910 3.0457 2.4304
C2 2.4144 -4.0347 -2.5036
C3 1.7635 1.0152 -1.7500
C4 3.4029 -6.9082 -2.5332
C5 -1.4463 -3.2025 -1.6784
C6 2.8693 -0.9349 3.0027
C7 -4.7285 3.1313 -2.5292
C8 2.3207 -2.2206 2.7432
C9 -1.5803 -1.8915 3.5074
C10 1.2355 -2.0168 1.8971
C11 4.0339 -0.5292 3.8466
C12 -0.2147 4.6202 -0.8583
C13 -3.3327 0.2711 3.5054
C14 -2.1253 1.7371 -4.0369
C15 -1.3315 4.0760 -4.0015
C16 0.4100 -3.1590 1.3689
C17 4.7924 2.3114 -0.0496
C18 0.6806 -6.3890 -0.9042
C19 2.5972 3.8289 3.8208
C20 3.5458 -5.4581 0.3382
C21 -3.1736 -2.5631 0.4398
C22 3.4919 1.8036 -0.5144
C23 0.9149 0.4845 -2.8592
C24 0.0169 3.7404 3.3966
C25 -4.3563 1.9529 -0.3920
C26 -2.5738 5.3979 -0.6763
C27 3.0411 1.5301 -1.8516
C28 -0.8079 2.9160 2.6430
C29 -3.1902 -1.0444 -1.9600
C30 -3.6192 -1.6881 1.5867
C31 1.3512 3.2780 3.2104
C32 4.0472 -2.0700 -1.0145
B1 2.5907 1.4107 1.9169
H1 -2.0870 -1.7224 4.4670
H2 -2.8176 -1.2840 -2.9771
H3 0.7690 1.3040 -3.6009
H4 -0.8076 -3.8462 -1.0696
H5 2.9357 3.1593 4.6265
H6 -0.0798 0.2018 -2.4684
H7 -0.5213 -1.6488 3.7140
H8 -4.1742 -1.5591 -1.8602
H9 -0.2802 4.6398 3.9767
H10 5.4470 1.4235 0.1433
H11 3.2932 -7.9276 -2.1374
H12 0.8105 -7.4398 -0.5643
H13 -3.9390 -2.3610 2.3806
H14 -0.3723 3.9138 -4.5172
H15 -1.9701 0.7689 -3.5389
H16 -5.4109 3.8953 -2.1334
H17 3.4181 3.9237 3.1025
H18 4.6040 -5.5176 0.0846
H19 -4.0607 0.8915 2.9885
H20 4.6500 2.8799 0.9135
H21 -3.3548 0.0460 -1.8810
H22 -2.6885 -3.4916 0.7995
H23 -2.5416 4.0104 1.9512
H24 -0.0852 5.6952 -1.0283
H25 -0.0210 -6.3681 -1.7620
H26 3.8139 0.3696 4.4752
H27 0.2790 -3.8866 2.2042
H28 -4.4625 -1.0278 1.3438
H29 3.6408 1.8186 2.3901
H30 0.9859 -3.6659 0.5770
H31 -2.4877 6.2098 -1.4248
H32 -3.1918 1.7878 -4.3714
H33 -2.3775 5.8304 0.3197
H34 -2.6528 2.2626 1.7466
H35 -3.9093 -0.4348 4.1287
H36 3.3299 -3.9701 -3.1268
H37 4.4788 -6.6272 -2.5812
H38 0.3853 4.0683 -1.6274
H39 1.5458 -4.1702 -3.1758
H40 -4.0648 -2.9024 -0.1516
H41 0.2204 4.3794 0.1454
H42 2.3926 4.8262 4.2481
H43 0.1868 -5.8147 -0.0882
H44 3.3581 -6.2747 1.0834
H45 2.6480 -3.1358 3.2183
H46 2.9670 -6.8142 -3.5548
H47 5.2188 2.9475 -0.8216
H48 4.6906 -2.9606 -1.1203
H49 -1.4448 1.7661 -4.9226
H50 -4.2623 3.5413 -3.4112
H51 4.0787 -1.7251 0.0303
H52 1.3732 -0.3965 -3.3758
H53 -2.8197 3.0140 3.4077
H54 -2.0979 4.3098 -4.7728
H55 4.2978 -1.3889 4.5331
H56 -5.3530 2.2805 -2.8796
H57 -2.3039 -3.8523 -1.9741
H58 -0.8986 -2.9022 -2.5825
H59 -1.2658 4.9427 -3.3499
H60 3.6210 1.6448 -2.7781
H61 -3.6215 5.0742 -0.6834
H62 4.9578 -0.3424 3.2197
H63 -1.7319 -2.9186 3.1529
H64 -2.7122 0.8522 4.1945
H65 4.4202 -1.2434 -1.6486
H66 -5.1196 1.2686 -0.8045
H67 -4.8913 2.6631 0.2656
H68 -0.5660 -2.8416 0.9850
H69 -3.5885 1.3761 0.1615
H70 3.3584 -4.4816 0.8280

For the HOMO energy (spin up / spin down), the calculation gives -11.867 / -11.866 eV. Its spin multiplicity is 2. As for the net charge: +2. The expectation value of S² is 0.7528. The calculation puts the energy relative to the best compared isomer or geometry (same formula, charge and spin) at 0.00 kJ/mol. The calculated total energy comes out at -8205.85967 Ha.

Mulliken population analysis, charges in e, atoms 1 to 2:
1. Se -0.0027
2. Ge 0.7745